[1]
Formula: C3H4O3
Source: the OMol25 dataset
Level of theory: ωB97M-V/def2-TZVPD

The calculation puts the max |F| at 2.6 eV Å⁻¹. The value obtained for the orbital gap (alpha / beta) is 9.30 / 7.74 eV. The calculation puts the HOMO energy (alpha / beta) at -0.3740 / -0.3700 Ha. As for the net charge: 0.

Geometry (Å):
1 O -0.285 -1.402 -0.979
2 C 0.471 0.776 -0.037
3 C 1.109 -0.357 0.664
4 O 2.311 -0.507 0.617
5 C -0.923 0.886 -0.133
6 O -1.702 0.002 -0.512
7 H -1.142 -1.856 -0.975
8 H 1.092 1.662 -0.149
9 H 0.455 -1.014 1.258
10 H -1.385 1.811 0.247

[2]
Formula: C3H4O3
Source: the OMol25 dataset
Level of theory: ωB97M-V/def2-TZVPD

The calculation puts the max |F| at 0.6 eV Å⁻¹. The value obtained for the orbital gap is 10.05 eV. The calculation puts the HOMO energy at -0.3792 Ha. As for the SMILES: O=CC(=O)CO. As for the net charge: 0.

Geometry (Å):
1 O 1.801 -0.245 -1.621
2 C 1.656 0.051 -0.462
3 C 0.339 -0.195 0.267
4 O 0.406 -0.993 1.180
5 C -1.002 0.397 -0.128
6 O -2.023 -0.232 0.584
7 H 2.492 0.380 0.188
8 H -1.147 0.308 -1.215
9 H -0.994 1.475 0.104
10 H -1.606 -0.967 1.064

[3]
Formula: C3H4O3
Source: the OMol25 dataset
Level of theory: ωB97M-V/def2-TZVPD

The calculation puts the max |F| at 3.5 eV Å⁻¹. The value obtained for the orbital gap is 9.38 eV. The calculation puts the HOMO energy at -0.3259 Ha. As for the SMILES: O=C1[C@H](O)[C@H]1O. As for the net charge: 0.

Geometry (Å):
1 O 0.435 2.072 -1.018
2 C 0.240 0.999 -0.636
3 C 0.682 -0.424 -0.422
4 O 0.503 -1.567 -1.167
5 C -0.533 0.173 0.295
6 O -0.497 0.331 1.649
7 H 1.662 -0.300 0.059
8 H -0.065 -2.180 -0.649
9 H -1.392 -0.180 -0.153
10 H -1.036 1.076 2.041

[4]
Formula: C3H4O3
Source: the OMol25 dataset
Level of theory: ωB97M-V/def2-TZVPD

The calculation puts the max |F| at 0.7 eV Å⁻¹. The value obtained for the orbital gap is 11.20 eV. The calculation puts the HOMO energy at -0.3788 Ha. As for the SMILES: O=CCOC=O. As for the net charge: 0.

Geometry (Å):
1 O -1.785 -0.341 0.809
2 C -1.380 0.408 -0.041
3 C -0.089 0.207 -0.816
4 O 0.624 -0.961 -0.382
5 C 1.274 -0.704 0.781
6 O 1.284 0.385 1.287
7 H -1.942 1.326 -0.326
8 H -0.326 0.136 -1.884
9 H 0.530 1.097 -0.663
10 H 1.812 -1.555 1.234

[5]
Formula: C3H4O3
Source: the OMol25 dataset
Level of theory: ωB97M-V/def2-TZVPD

The calculation puts the max |F| at 1.3 eV Å⁻¹. The value obtained for the orbital gap (alpha / beta) is 7.41 / 7.41 eV. The calculation puts the HOMO energy (alpha / beta) at -0.3164 / -0.3164 Ha. As for the net charge: 0.

Geometry (Å):
1 C 0.867 -0.408 -0.527
2 C 0.508 0.697 0.391
3 C -1.166 0.410 0.021
4 O 0.576 -1.672 -0.351
5 O 0.868 1.895 0.205
6 O -1.788 -0.595 0.245
7 H -0.246 -1.754 0.191
8 H 1.525 -0.207 -1.372
9 H 0.472 0.249 1.430
10 H -1.616 1.385 -0.234

[6]
Formula: C3H4O3
Source: the OMol25 dataset
Level of theory: ωB97M-V/def2-TZVPD

The calculation puts the max |F| at 3.4 eV Å⁻¹. The value obtained for the orbital gap (alpha / beta) is 8.97 / 7.00 eV. The calculation puts the HOMO energy (alpha / beta) at -0.3125 / -0.2710 Ha. As for the net charge: 0.

Geometry (Å):
1 C -1.396 -0.303 -0.105
2 C 1.227 -0.101 1.022
3 C -0.831 0.082 -1.335
4 O -2.447 -0.388 0.386
5 O 1.965 -0.166 0.070
6 O 1.339 0.180 2.297
7 H -1.190 -0.757 -2.066
8 H -1.088 1.058 -1.750
9 H 0.233 0.043 -1.181
10 H 2.187 0.352 2.663

[7]
Formula: C3H4O3
Source: the OMol25 dataset
Level of theory: ωB97M-V/def2-TZVPD

The calculation puts the max |F| at 5.8 eV Å⁻¹. The value obtained for the orbital gap (alpha / beta) is 8.16 / 7.70 eV. The expectation value of S² is 2.010. The calculation puts the HOMO energy (alpha / beta) at -0.2792 / -0.3410 Ha. The spin multiplicity is 3. As for the net charge: 0.

Geometry (Å):
1 C -1.643 -0.073 -0.120
2 C 1.272 -0.952 0.077
3 C 0.920 0.238 0.175
4 O -1.502 -1.257 -0.273
5 O -2.816 0.596 -0.277
6 O 1.471 1.447 0.263
7 H 2.193 -1.564 -0.161
8 H 0.365 -1.517 0.288
9 H -2.694 1.600 -0.350
10 H 2.433 1.483 0.378

[8]
Formula: C3H4O3S
Source: the OMol25 dataset
Level of theory: ωB97M-V/def2-TZVPD

The calculation puts the max |F| at 1.2 eV Å⁻¹. The value obtained for the orbital gap is 10.16 eV. The calculation puts the HOMO energy at -0.3906 Ha. As for the net charge: 0.

Geometry (Å):
1 C -1.801 0.830 -1.041
2 C -0.595 -0.713 0.409
3 C -0.678 0.485 -0.418
4 O 3.194 -1.191 -0.014
5 O 2.644 0.702 1.416
6 O 0.395 -1.133 0.971
7 S 2.722 -0.729 1.265
8 H -1.870 1.713 -1.653
9 H -2.693 0.229 -0.959
10 H -1.549 -1.262 0.512
11 H 0.231 1.068 -0.488

[9]
Formula: C3H4O3S
Source: the OMol25 dataset
Level of theory: ωB97M-V/def2-TZVPD

The calculation puts the max |F| at 3.0 eV Å⁻¹. The value obtained for the orbital gap (alpha / beta) is 7.77 / 7.78 eV. The calculation puts the HOMO energy (alpha / beta) at -0.3296 / -0.3297 Ha. As for the SMILES: C[C@H]1OC1=O.O=S. As for the net charge: 0.

Geometry (Å):
1 C -1.104 1.916 1.558
2 C -2.404 1.291 0.964
3 O -2.088 0.565 -0.322
4 C -2.405 -0.136 0.736
5 O -2.460 -1.185 1.222
6 H -0.958 2.898 1.163
7 H -0.335 1.304 1.222
8 H -1.050 1.940 2.691
9 H -3.238 1.929 0.849
10 O -0.605 -2.639 3.046
11 S -0.574 -4.066 2.749

[10]
Formula: C3H4O3Sr
Source: the OMol25 dataset
Level of theory: ωB97M-V/def2-TZVPD

The calculation puts the max |F| at 2.6 eV Å⁻¹. The value obtained for the orbital gap (alpha / beta) is 8.49 / 8.62 eV. The expectation value of S² is 0.756. The calculation puts the HOMO energy (alpha / beta) at -0.4824 / -0.4934 Ha. The spin multiplicity is 2. As for the net charge: +1.

Geometry (Å):
1 C -1.711 -1.098 0.017
2 C -0.446 -1.529 0.037
3 O 0.623 -0.662 0.161
4 C 1.875 -1.062 -0.065
5 O 2.499 0.110 -0.092
6 Sr 1.018 1.862 -0.058
7 H -2.483 -1.732 -0.419
8 H -2.029 -0.405 0.807
9 H 3.461 0.046 -0.186
10 O -1.050 2.178 -0.418
11 H -1.757 2.293 0.216

[11]
Formula: C3H4O3Tm
Source: the OMol25 dataset
Level of theory: ωB97M-V/def2-TZVPD

The calculation puts the max |F| at 3.1 eV Å⁻¹. The value obtained for the orbital gap (alpha / beta) is 6.33 / 4.65 eV. The expectation value of S² is 3.757. The calculation puts the HOMO energy (alpha / beta) at -0.2852 / -0.2836 Ha. The spin multiplicity is 4. As for the net charge: 0.

Geometry (Å):
1 H -1.000 1.867 1.035
2 Tm 1.443 1.076 2.251
3 O -0.433 -0.860 -0.914
4 C 0.693 -1.617 -0.682
5 C -0.409 0.547 -0.595
6 O 1.071 -2.282 -1.668
7 O 1.152 -1.619 0.481
8 C -0.544 0.832 0.879
9 H -1.261 0.962 -1.154
10 H 0.512 0.964 -1.026
11 H -1.224 0.130 1.392

[12]
Formula: C3H4O3Y
Source: the OMol25 dataset
Level of theory: ωB97M-V/def2-TZVPD

The calculation puts the max |F| at 4.8 eV Å⁻¹. The value obtained for the orbital gap is 7.02 eV. The calculation puts the HOMO energy at -0.8760 Ha. As for the net charge: +3.

Geometry (Å):
1 C 1.275 0.276 0.369
2 O -0.914 -0.385 -0.216
3 C -0.588 0.749 -0.814
4 C 0.256 -0.818 0.689
5 O 0.617 1.151 -0.560
6 O -1.465 1.330 -1.446
7 H 1.621 0.859 1.225
8 H -0.140 -0.741 1.706
9 H 1.965 -0.468 -0.180
10 Y -3.208 -0.107 -1.275
11 H 0.581 -1.845 0.503

What are the energy above the lowest of the compared OMol25 structures with the same formula, charge and spin values for these records? In order: 134.71; 39.04; 81.53; 27.10; 98.44; 96.55; 39.44; 53.52; 103.82; 34.49; 70.85; 45.23 kcal/mol.